16
Properties=species:S:1:pos:R:3:forces:R:3 method="wB97M-V/def2-TZVPD" spin_multiplicity=5 homo_energy_ev="-15.4 / -14.4" fmax_ha_per_bohr=0.0265 energy_ev=-49533.163 orbital_gap_ev="10.77 / 9.42" charge=+1
O 1.722966 -0.464645 -1.892075 -0.2 0.2 0.1
C 2.276438 -0.935018 -0.919742 0.3 0.4 0.0
C 1.696004 -0.984536 0.467006 0.4 -0.1 0.0
O 0.290806 -1.147534 0.546073 0.0 -0.3 0.0
C -0.539710 -0.148872 0.387253 -0.7 -0.6 0.4
O -1.652510 -0.386475 0.993617 0.7 -0.2 0.2
O -0.313421 0.866567 -0.272503 0.1 0.6 1.0
C -2.530926 0.719259 1.264355 -0.7 0.6 -0.2
H 2.028916 -0.074611 0.995456 -0.1 -0.2 -0.1
F -0.474040 1.540764 -3.566920 0.2 0.1 0.0
H 3.330078 -1.264946 -0.981781 -0.2 -0.1 -0.1
H 2.120031 -1.846520 0.994592 -0.2 0.2 -0.1
H -3.236573 0.349134 2.010272 0.2 0.1 -0.2
H -1.953398 1.562058 1.658227 -0.2 -0.2 -0.1
H -3.051521 1.003223 0.343300 0.1 0.0 0.3
Fe 0.286856 1.212159 -2.027136 0.2 -0.4 -1.3

14
Properties=species:S:1:pos:R:3:forces:R:3 method="wB97M-V/def2-TZVPD" homo_energy_ev=-14.7 fmax_ha_per_bohr=0.0168 energy_ev=-6229.877 orbital_gap_ev=9.98 charge=+1
C -1.723851 0.470595 0.256372 -0.1 -0.1 0.2
N -0.541864 0.022813 0.214892 0.0 -0.4 -0.8
C -0.053391 -1.010583 1.122510 0.2 -0.4 0.5
C 0.363513 0.292216 -0.982507 0.1 0.0 0.2
N 1.652848 0.639861 -0.541927 0.8 0.4 0.0
H -2.048095 1.178997 -0.492314 -0.1 0.1 0.0
H -2.396345 0.107468 1.028045 0.0 0.2 0.0
H 0.202896 -1.911481 0.566051 0.1 0.2 -0.3
H 0.839036 -0.660373 1.643381 -0.2 0.0 -0.1
H -0.831889 -1.306847 1.818644 -0.1 0.3 0.1
H -0.124742 1.032576 -1.621631 -0.2 -0.1 0.2
H 0.360391 -0.679327 -1.472139 0.1 0.1 -0.3
H 2.431677 0.195319 -1.010244 -0.3 -0.4 0.0
H 1.869817 1.628765 -0.529132 -0.4 0.0 0.1

8
Properties=species:S:1:pos:R:3:forces:R:3 method="wB97M-V/def2-TZVPD" homo_energy_ev=-5.0 fmax_ha_per_bohr=0.0574 energy_ev=-19537.637 orbital_gap_ev=9.25 charge=-1
C 0.349682 -0.360263 0.174421 0.0 -0.6 -1.0
N 1.180187 -0.650970 -0.734404 2.0 1.1 1.9
S 2.820819 0.278534 0.063489 -1.3 0.6 -0.2
O 3.999383 -0.446674 -0.400654 -1.0 0.1 0.4
O 2.522684 0.301043 1.507290 0.9 -1.1 -0.6
O 2.648773 1.636679 -0.430323 0.3 -0.2 -0.9
H -0.646844 -0.763506 0.142823 -0.7 -0.2 -0.3
H 0.615524 0.245812 1.015321 -0.1 0.3 0.6